Record 1
Here is a molecular structure, C3H2NaO3 at a distorted geometry from the Open Molecules 2025 dataset. Energies are from the ωB97M-V functional and the def2-TZVPD basis.

Lowest unoccupied orbital energy (alpha / beta): -0.9 / -1.0 eV
M: 109.04 g mol⁻¹
Kohn-Sham gap (alpha / beta): 5.770 / 6.038 eV
Energy above the lowest of the compared OMol25 structures with the same formula, charge and spin: 2.4741 eV
2S+1: 2
Energy: -13698.124 eV

The geometry in XYZ format:
```
9
C3H2NaO3 the ωB97M-V functional and the def2-TZVPD basis
O -0.64948 0.28682 0.39917
C -1.03362 -1.09709 0.37098
C -0.00189 -1.97524 0.30832
O 1.22643 -1.83103 0.16938
Na 1.69474 0.39706 0.35844
H -2.08691 -1.30061 0.54635
C -1.40010 0.94072 -0.46258
O -0.53879 1.66206 -1.18688
H -1.02197 2.36690 -1.63170
```

Here are the Löwdin charges for atoms 1 to 5, given in e: number 1, O, carries -0.1736; number 2, C, carries -0.2084; number 3, C, carries -0.2691; number 4, O, carries -0.1533; number 5, Na, carries 0.7281

Record 2
Here is C35H60O6 in the gas phase from the Open Molecules 2025 dataset. Energies are from the ωB97M-V functional and the def2-TZVPD basis.

Lowest unoccupied orbital energy: 0.6 eV
M: 576.86 g mol⁻¹
Kohn-Sham gap: 9.623 eV
Energy above the lowest of the compared OMol25 structures with the same formula, charge and spin: 0.1788 eV
Energy: -49554.886 eV

The geometry in XYZ format:
```
101
C35H60O6 the ωB97M-V functional and the def2-TZVPD basis
C 1.71939 2.44558 -9.31482
H 2.16555 3.17350 -9.98917
H 0.78408 2.85819 -8.94431
C 2.67758 2.12393 -8.17292
H 3.59535 1.72456 -8.60678
H 2.93231 3.04378 -7.64313
C 2.09380 1.10736 -7.18160
C 1.08325 1.78360 -6.24241
H 0.55214 2.56053 -6.79285
H 1.61811 2.27549 -5.42712
C 0.06527 0.80334 -5.65880
H 0.60512 0.01343 -5.14288
H -0.49363 0.34348 -6.47707
C -0.91758 1.49077 -4.69944
C -2.02642 2.16920 -5.50857
H -1.60670 2.81407 -6.27646
H -2.65003 1.42131 -5.99376
H -2.65743 2.77940 -4.86576
H -0.37289 2.27485 -4.16114
C -1.55628 0.58148 -3.63048
H -2.50165 1.06567 -3.35832
C -1.89398 -0.86459 -4.05537
H -2.88219 -0.90429 -4.51314
H -1.18330 -1.23919 -4.78821
C -1.84282 -1.71564 -2.76879
C -1.66164 -0.68728 -1.65190
C -1.14675 -1.15906 -0.29769
C -2.08781 -2.21372 0.28163
C -1.85671 -2.43489 1.73852
C -1.16720 -1.62701 2.53095
C -0.97759 -1.97618 3.98282
C -1.37057 -0.81361 4.88997
C -0.57019 0.42332 4.49937
C -0.86609 0.78224 3.04754
H -0.30423 1.68073 2.79090
H -1.93054 1.01508 2.95684
C -0.52089 -0.34231 2.04781
C 1.00159 -0.54720 2.00292
H 1.35481 -1.01253 2.91774
H 1.51984 0.40177 1.89305
H 1.27561 -1.19823 1.17697
C -1.09031 0.04869 0.65480
C -0.34507 1.24108 0.03324
H 0.71923 1.02357 -0.02228
H -0.46784 2.11308 0.67775
C -0.83706 1.61457 -1.36831
H -0.21690 2.42626 -1.75564
C -0.79319 0.40278 -2.29754
C 0.65231 -0.03629 -2.52850
H 1.21282 0.76866 -2.99760
H 1.14560 -0.28340 -1.59404
H 0.69789 -0.91286 -3.16660
H -1.86408 1.98351 -1.30644
H -2.13080 0.35879 0.81468
H 0.49161 0.22122 4.63346
H -0.83339 1.25931 5.15048
H -2.44599 -0.60146 4.76846
O -1.15217 -1.24123 6.23669
C -1.65356 -0.40653 7.23098
O -0.71783 0.53421 7.69357
C 0.47073 -0.00119 8.26423
C 1.63829 -0.05039 7.26736
O 2.86432 -0.21815 7.92396
H 2.74100 -0.87086 8.62772
H 1.46217 -0.86451 6.54858
H 1.69361 0.89854 6.72772
C 0.23133 -1.38591 8.87958
O 1.23689 -1.64316 9.82830
H 0.91129 -2.35480 10.39545
C -1.16178 -1.39537 9.51012
C -2.20473 -1.27961 8.38886
O -3.43259 -0.80078 8.87641
H -3.32178 0.11651 9.15603
H -2.40938 -2.27789 7.98842
O -1.30344 -2.58391 10.25273
H -2.23316 -2.68508 10.48610
H -1.25581 -0.52393 10.18195
H 0.24951 -2.15605 8.09186
H 0.74564 0.69110 9.07111
H -2.48176 0.20648 6.83999
H -1.57426 -2.85240 4.23852
H 0.06705 -2.22126 4.18785
H -2.30584 -3.33069 2.14853
H -1.96563 -3.15873 -0.25301
H -3.12727 -1.89783 0.13533
H -0.15440 -1.60177 -0.40472
H -2.64472 -0.23390 -1.46967
H -2.75150 -2.30168 -2.63709
H -1.00199 -2.40975 -2.78907
H 1.55117 0.35362 -7.76451
C 3.18686 0.36108 -6.38552
C 3.85074 -0.72137 -7.23623
H 3.11107 -1.43080 -7.60133
H 4.36110 -0.28846 -8.09331
H 4.58512 -1.26657 -6.64707
C 4.25099 1.28931 -5.80192
H 4.86274 1.72586 -6.58677
H 4.90489 0.72929 -5.13643
H 3.79940 2.09559 -5.22953
H 2.69232 -0.14218 -5.54753
H 1.49182 1.54671 -9.88425
```

Here are the Löwdin charges for atoms 1 to 5, given in e: number 1, C, carries -0.0982; number 2, H, carries 0.0698; number 3, H, carries 0.0635; number 4, C, carries -0.2308; number 5, H, carries 0.1007

Record 3
Here is 5 unconnected molecules or ions with the total composition C7H15FN4O11 at a distorted geometry from the Open Molecules 2025 dataset. Energies are from the ωB97M-V functional and the def2-TZVPD basis.

Lowest unoccupied orbital energy: -0.3 eV
M: 350.21 g mol⁻¹
Kohn-Sham gap: 10.047 eV
SMILES string: O=C1OC[C@@H](F)O1.C[N+](=O)[O-].C[N+](=O)[O-].C[N+](=O)[O-].C[N+](=O)[O-]
Energy above the lowest of the compared OMol25 structures with the same formula, charge and spin: 0.0000 eV
Energy: -38691.388 eV

The geometry in XYZ format:
```
38
C7H15FN4O11 the ωB97M-V functional and the def2-TZVPD basis
O -4.08158 28.16734 -8.81195
C -4.39598 27.80477 -7.73906
O -4.02647 26.60924 -7.19913
C -4.53419 26.51597 -5.87586
C -5.69876 27.48935 -5.93318
F -5.86216 28.14833 -4.73973
O -5.25193 28.42492 -6.90291
H -4.89682 25.51911 -5.62950
H -3.83351 26.85604 -5.11358
H -6.65622 27.08675 -6.27200
C -0.88340 26.79536 -3.44283
N -1.13646 28.09755 -4.12081
O -0.18423 28.79262 -4.36856
O -2.29024 28.41612 -4.31994
H -1.85723 26.37743 -3.20902
H -0.40400 27.02621 -2.49466
H -0.27300 26.17007 -4.08316
C -1.55299 24.96737 -8.30921
N -0.56495 25.54533 -7.34456
O -0.83879 26.60437 -6.83016
O 0.45980 24.94060 -7.17966
H -1.63882 25.65202 -9.14638
H -2.51204 24.75390 -7.85465
H -1.11057 24.02346 -8.61769
C -1.74388 29.95235 -6.93751
N -1.84364 30.38494 -8.36048
O -2.69648 31.18293 -8.66247
O -0.95970 30.00994 -9.10543
H -2.53845 30.40013 -6.35376
H -0.79043 30.36005 -6.61178
H -1.71857 28.87295 -6.85071
C 1.73588 31.63317 -4.75314
N 1.25349 32.92372 -5.33702
O 1.91791 33.90934 -5.11195
O 0.27542 32.88999 -6.04372
H 2.03017 31.76209 -3.71670
H 2.57556 31.39704 -5.40016
H 0.93443 30.90376 -4.77617
```

Here are the Löwdin charges for atoms 1 to 5, given in e: number 1, O, carries 0.1998; number 2, C, carries -0.5625; number 3, O, carries 0.0368; number 4, C, carries -0.0614; number 5, C, carries -0.2785